ORCA calculation (ωB97M-V/def2-TZVPD) on a structure of composition C30H40N6O6PV.

⟨S²⟩: 2.018
Total energy: -3232.13428 a.u.
Charge: +2
E_HOMO (alpha / beta): -14.4351 / -14.4150 eV
Energy relative to the best compared isomer or geometry (same formula, charge and spin): 0.8059 eV
Spin multiplicity: 3

Geometry as XYZ:
```
84
Properties=species:S:1:pos:R:3:forces:R:3:lowdin_charge:R:1
V -0.951344 0.416145 -0.756553 0.27 1.54 1.63 0.889
O -6.293762 -2.270015 -2.185676 -0.23 -0.03 -0.02 0.168
C -6.647226 -1.090061 -1.696833 -0.12 0.09 -0.03 -0.478
O -7.779540 -0.702050 -1.687871 0.07 -0.03 -0.01 0.152
C -5.571942 -0.207191 -1.136273 0.23 -0.37 -0.14 -0.025
C -5.887784 0.980163 -0.539163 -0.13 0.43 0.22 0.036
N -4.732010 1.533541 -0.131246 -0.05 0.33 0.25 0.045
N -3.659072 0.798938 -0.412405 -0.19 -0.46 -0.25 0.081
C -4.164561 -0.265051 -1.037876 0.31 -0.08 0.01 -0.151
C -3.196768 -1.292455 -1.470500 0.25 0.55 0.40 -0.451
O -3.476095 -2.392018 -1.823826 -0.10 -0.53 -0.31 0.177
O -1.899209 -0.866196 -1.399026 -1.49 -1.68 -1.45 -0.213
H -5.352657 -2.447791 -2.058770 0.35 -0.15 -0.03 0.076
H -6.858660 1.436269 -0.392533 0.18 -0.04 0.00 0.160
H -4.627619 2.394018 0.372719 0.01 0.18 0.11 0.168
O 7.459263 0.014587 -1.660114 0.01 0.11 0.11 -0.022
C 6.782164 1.171377 -1.214950 -0.14 -0.25 -0.31 -0.215
N 5.492436 1.128428 -1.877668 -0.06 0.10 0.30 0.113
C 4.320348 1.119668 -1.214388 0.15 0.06 0.07 -0.422
O 4.188008 1.338066 -0.020251 0.04 -0.07 -0.27 0.072
C 3.087671 0.805419 -2.037738 0.16 -0.09 -0.01 -0.074
C 3.055835 0.312336 -3.330268 0.15 0.02 -0.15 0.045
C 1.833925 -0.016489 -3.903568 0.15 -0.03 -0.21 0.001
C 0.689546 0.122583 -3.161841 -0.06 0.18 0.51 -0.081
N 0.705283 0.585222 -1.883789 1.06 -0.62 -0.88 -0.052
C 1.895081 0.918915 -1.357293 -0.51 0.07 -0.07 -0.048
H 8.408466 0.125541 -1.535476 -0.02 0.01 -0.01 0.103
H 7.311835 2.079431 -1.491094 0.11 0.11 -0.09 0.136
H 6.598990 1.170800 -0.148448 -0.05 -0.03 0.26 0.125
H 5.525552 0.934834 -2.862552 0.00 -0.01 -0.08 0.133
H 3.963553 0.162408 -3.906206 -0.10 0.00 0.04 0.132
H 1.771288 -0.397192 -4.916017 0.02 0.03 0.10 0.132
H -0.266961 -0.155894 -3.575821 -0.16 -0.06 0.04 0.122
H 1.934938 1.279842 -0.341993 -0.07 -0.03 0.18 0.107
C -2.530491 -2.101457 1.953740 0.02 -0.12 0.06 -0.063
C -1.071552 -2.479512 1.652468 -0.08 0.15 -0.06 -0.634
C -1.014736 -3.480097 0.484947 -0.01 0.06 0.05 -0.072
C -0.441589 -3.181545 2.861893 -0.05 -0.07 0.03 -0.062
P -0.096933 -0.913988 1.213035 0.07 -0.46 0.43 1.145
C 1.575846 -1.546648 0.868551 0.03 0.27 -0.11 -0.350
C 1.818194 -2.073484 -0.405065 0.02 -0.10 0.15 -0.123
C 3.054966 -2.609266 -0.727020 0.05 0.01 -0.01 -0.054
C 4.079069 -2.607816 0.214334 0.00 0.01 -0.06 -0.043
C 3.851798 -2.079743 1.476318 0.05 0.01 0.02 -0.042
C 2.610274 -1.551315 1.801548 0.08 0.02 0.09 -0.077
C -0.084307 0.320615 2.620962 -0.04 0.01 -0.05 -0.656
C 0.262123 -0.206847 4.016762 0.04 0.10 0.14 -0.060
C 0.920448 1.409357 2.210827 0.00 -0.06 0.06 -0.089
C -1.488881 0.956714 2.686237 0.14 0.00 0.24 -0.094
H -3.142304 -3.008054 1.945333 0.06 0.07 0.02 0.105
H -2.956462 -1.412356 1.220572 0.01 -0.01 0.00 0.059
H -2.635551 -1.652280 2.942489 0.00 -0.05 -0.08 0.076
H -1.727514 -4.280240 0.702476 0.07 0.04 0.01 0.105
H -0.030308 -3.935846 0.402747 0.06 0.02 -0.02 0.086
H -1.289224 -3.065379 -0.478879 -0.05 0.11 -0.11 0.056
H -0.921192 -4.160386 2.964951 0.04 0.08 -0.01 0.107
H -0.596031 -2.647314 3.794241 0.01 -0.02 -0.01 0.065
H 0.626827 -3.359002 2.722572 -0.05 0.01 -0.01 0.087
H 1.029645 -2.095074 -1.144519 -0.11 -0.01 -0.09 0.098
H 3.218343 -3.032387 -1.712165 -0.01 0.02 0.07 0.118
H 5.052357 -3.015470 -0.036342 -0.10 0.02 0.02 0.120
H 4.644306 -2.080146 2.216093 -0.07 0.02 -0.06 0.122
H 2.467345 -1.142718 2.792640 0.06 -0.05 -0.13 0.090
H 1.145232 -0.841646 4.042259 -0.12 0.04 0.07 0.070
H -0.567491 -0.756365 4.458586 0.04 0.02 -0.03 0.079
H 0.458249 0.653664 4.666009 -0.03 -0.08 -0.05 0.104
H 1.941271 1.042364 2.100654 -0.02 0.00 -0.01 0.082
H 0.924227 2.194668 2.972381 -0.01 -0.03 -0.05 0.108
H 0.621585 1.882225 1.270777 0.03 -0.02 -0.07 0.033
H -2.215491 0.298284 3.158503 0.05 0.06 -0.04 0.073
H -1.885625 1.226922 1.706007 -0.02 0.09 -0.15 0.036
H -1.433896 1.866620 3.293477 0.01 -0.07 -0.03 0.100
C -0.758628 4.091900 0.718594 -0.02 0.06 -0.11 0.027
C -1.295646 3.624378 -0.591157 -0.03 -0.11 -0.24 -0.326
N -1.267880 2.400475 -1.111794 -0.24 0.42 -0.21 -0.035
C -1.853955 2.483507 -2.382728 0.13 -0.17 0.21 -0.120
C -2.239177 3.750317 -2.614301 0.05 0.34 0.17 -0.027
N -1.875075 4.448551 -1.478558 -0.12 0.19 -0.18 0.135
H -1.173213 3.517102 1.543245 -0.02 -0.02 0.01 0.069
H -1.004656 5.142601 0.873991 -0.02 -0.07 -0.02 0.100
H 0.327592 3.998744 0.747898 -0.03 0.01 -0.03 0.095
H -1.978529 1.628950 -3.033522 0.03 0.03 0.10 0.116
H -2.721239 4.211289 -3.462643 0.07 -0.02 0.13 0.138
H -1.991092 5.441012 -1.344126 0.00 0.02 0.01 0.179
```
Forces are in eV/Å.